[1]
A structure of composition C31H48BeCl3N4O4Si at a distorted geometry, computed with ωB97M-V with the def2-TZVPD basis set.

The geometry in XYZ format:
```
92
Properties=species:S:1:pos:R:3:mulliken_charge:R:1
Cl 3.40565 1.49470 -0.04581 -0.5941
Cl 1.45176 -1.23817 0.63670 -0.5483
Cl -3.79094 0.64239 -0.22194 -0.6023
Si -1.31484 0.26277 -1.93462 0.6069
O 0.33249 1.85132 0.06385 -0.1320
O 1.61994 1.00430 2.44851 -0.5825
O -4.44274 -3.39098 -0.91033 -0.6226
O 0.67609 0.34426 -1.81106 0.1112
N -0.42910 0.53261 5.14698 0.1049
N -2.33401 -4.02344 -0.22126 0.2389
N 0.69464 0.25878 4.44874 0.5785
N -0.20341 4.03984 0.10854 0.5507
C -1.85874 -1.08275 -3.11791 -1.0794
C 0.63154 0.87985 3.18622 0.5437
C 1.88633 -1.81847 -4.61646 -0.1525
C 1.49303 2.31150 -4.33786 -0.4854
C -1.61372 3.81714 0.44118 -1.0077
C 1.76089 -1.28390 -3.37712 0.4613
C -0.57975 0.28529 6.56977 -1.1000
C 1.49276 0.19944 -3.03755 -0.4985
C 0.67158 3.05967 0.03568 -0.7054
C 2.34881 -2.29386 6.43586 -0.7451
C -3.50424 -3.29869 -0.13809 0.0249
C -2.61036 1.72386 4.86008 -1.9113
C -2.15897 -5.03959 -1.22195 -0.9324
C 4.02339 -0.68292 5.74421 -0.5387
C 1.41746 -1.68494 5.60128 -0.2769
C -1.82822 1.90610 -2.56459 -1.1218
C 0.11582 0.54991 -5.20768 0.6800
C -1.26086 -3.85941 0.75215 -0.7995
C -0.71448 1.39847 3.12821 -0.1958
C 2.14850 -2.18756 -2.24844 -0.7769
C 2.17074 -3.25597 -4.93807 -1.5171
C -1.27802 1.27558 4.38647 0.3263
C 1.75167 -0.45615 5.00285 0.0223
C -1.47757 -0.51909 -0.25483 0.3034
C 0.16985 2.69808 -6.34459 -0.4500
C 3.09082 -0.02517 4.91825 -0.3487
C 0.15752 5.42948 -0.08730 -1.0724
C 3.65777 -1.78900 6.52341 -0.3932
C -0.33213 1.39985 -6.24029 -1.2199
C 1.09479 3.14643 -5.39814 -0.7235
C 0.96666 1.02147 -4.20508 0.3797
Be 1.45570 0.59452 -0.29791 0.8728
H -1.69928 -3.26450 1.58812 0.2822
H 1.91761 -3.52469 -5.97196 0.3780
H -2.57210 2.50106 5.64622 0.3733
H -1.08703 2.71261 -2.47269 0.2303
H -3.07655 -5.19582 -1.78424 0.3379
H 3.17558 -2.59802 -2.38968 0.4192
H 2.01397 -3.16077 7.00661 0.3567
H -1.89500 -5.99092 -0.73433 0.3351
H 1.59251 -3.96035 -4.33176 0.2696
H -0.79912 -1.19805 0.29701 -0.5508
H 1.09345 5.69443 0.44983 0.3502
H -3.13792 0.84618 5.25883 0.3987
H 0.30133 0.58445 7.13464 0.3392
H -1.34792 -4.80409 -1.92293 0.2092
H -0.17647 3.38771 -7.13885 0.3370
H -0.41412 -3.27214 0.33374 0.1775
H -2.77184 2.32610 -2.13443 0.4556
H -2.46954 -1.06183 -0.12234 0.0079
H -0.18175 -0.51572 -5.28070 0.5680
H -2.03733 1.82937 -3.64996 0.4556
H -2.12843 -0.67052 -4.10148 0.3285
H -3.47954 -2.64865 0.75353 0.3979
H -0.90426 -4.84304 1.10863 0.3568
H -0.70377 5.97218 0.31465 0.3668
H -1.02510 1.86296 2.21585 -0.0950
H 3.33410 0.82377 4.28431 0.4267
H 1.73022 3.31279 -0.10578 0.4148
H -1.03003 1.05269 -7.01660 0.3513
H 4.40951 -2.28836 7.13841 0.3532
H -1.75330 3.82452 1.53993 0.2955
H -2.04260 2.89399 0.00676 0.1572
H -0.76479 -0.76622 6.78744 0.3627
H 0.27089 5.64548 -1.16482 0.3192
H 1.43556 -3.03019 -2.13062 0.1297
H -1.43331 0.84999 6.95832 0.4076
H 3.21795 -3.58443 -4.83191 0.3176
H 1.90369 -1.19271 -5.50304 0.5824
H 1.55884 4.13060 -5.49539 0.3912
H -0.99609 -1.75856 -3.25366 0.2176
H 0.41731 -2.06589 5.46123 0.7192
H -2.09196 4.71309 0.03232 0.4915
H -2.73668 -1.69573 -2.81059 0.4712
H 2.13490 -1.61080 -1.30295 -0.7689
H 2.25734 2.63463 -3.64100 0.4249
H 5.05038 -0.30460 5.78481 0.3388
H -3.18587 2.15466 4.02782 0.3779
H -1.30669 0.47090 0.23870 -0.2328
H 2.47919 0.58486 -2.73607 0.6949
```

Values from the calculation:
**E**: -3415.03705 hartree
**Energy above the lowest of the compared OMol25 structures with the same formula, charge and spin**: 192.3 kJ/mol
**Total charge**: -1
**E_LUMO**: 2.31 eV
**Gap between HOMO and LUMO**: 6.336 eV

***

[2]
A structure of composition C31H48FeN2O2SSe at a distorted geometry, computed with ωB97M-V with the def2-TZVPD basis set.

The geometry in XYZ format:
```
86
Properties=species:S:1:pos:R:3:lowdin_spin:R:1
Se 0.16854 1.10782 -1.99854 0.0426
Fe 0.11954 -1.62348 -2.34994 3.6653
S 0.20424 -4.08738 -2.28404 0.0236
O 1.90234 -1.29628 -1.47514 0.0862
O -1.66816 -1.22588 -1.50844 0.0862
N 1.46904 -3.35108 -4.50674 0.0162
N -0.81946 -3.69038 -4.70294 0.0072
C 1.52884 0.85642 -0.63294 0.0086
C -3.63156 0.89382 0.68286 -0.0009
C -3.44156 -2.70698 0.31046 0.0005
C -3.30436 -0.22658 -0.05404 0.0058
C 2.96124 2.77872 2.29066 0.0006
C 5.37474 -1.65348 1.24886 0.0000
C 4.12204 2.47192 3.24076 0.0000
C -4.21416 -1.44738 -0.10084 0.0006
C 3.34654 -0.45958 0.25446 0.0063
C 3.50864 -2.97218 0.30506 0.0007
C -2.33776 4.40712 1.52146 0.0000
C -3.30056 3.21852 1.59526 0.0006
C 3.23384 4.13372 1.62256 0.0003
C 4.97534 -1.58098 -1.20224 0.0007
C 3.56024 0.56402 1.15856 -0.0005
C -1.39576 1.00812 -0.85524 0.0091
C -4.69806 3.70542 1.18756 0.0003
C -3.32876 2.72092 3.04806 0.0003
C 2.77484 1.71042 1.22686 0.0054
C 1.67394 2.85692 3.12566 0.0004
C -1.76566 2.12152 -0.12804 0.0007
C 2.71884 -3.52538 -3.79614 0.0011
C -2.13636 -3.69698 -4.10224 0.0022
C -2.10696 -0.20998 -0.82594 0.0062
C 4.28584 -1.65608 0.16876 0.0007
C 2.25204 -0.35578 -0.64714 0.0065
C 1.77154 1.86012 0.27676 0.0000
C 0.27974 -3.62928 -3.90234 0.0069
C -4.71156 -1.58528 -1.54714 0.0006
C -5.43736 -1.32698 0.81496 0.0000
C -2.87716 2.06942 0.69606 0.0055
H 2.71534 -2.88138 -2.91554 0.0001
H 3.53534 -3.23608 -4.45014 0.0000
H 6.02764 -0.78808 1.16016 0.0000
H -4.69976 4.02132 0.14676 0.0000
H 2.72824 -3.04708 -0.44564 0.0001
H -3.08186 -2.60958 1.33296 0.0000
H 4.18454 -3.81838 0.19136 0.0000
H 4.94244 -1.67428 2.24686 0.0000
H -3.60526 3.52922 3.72236 0.0001
H -2.34686 2.35132 3.33586 0.0000
H -2.34116 -2.75408 -3.57964 0.0009
H -4.09086 -3.57918 0.25316 0.0000
H 4.13054 4.07522 1.00916 0.0000
H -2.17296 -4.50538 -3.37284 0.0004
H -4.04416 1.91352 3.17506 0.0000
H 3.96434 1.53032 3.75956 0.0000
H 5.60004 -2.45608 -1.36884 0.0000
H 2.85564 -4.55718 -3.46434 0.0005
H 5.06694 2.42802 2.70596 0.0000
H 4.38384 0.46132 1.84396 -0.0001
H -1.33596 4.11552 1.82796 0.0000
H -2.29526 4.81962 0.51636 0.0000
H -0.74576 -3.27008 -5.61924 -0.0003
H 5.98944 -2.54438 1.13246 0.0000
H 4.19524 3.25762 3.98916 0.0000
H -6.07446 -0.49468 0.52466 0.0000
H -6.02976 -2.23678 0.74036 0.0000
H -4.99726 4.54902 1.80656 0.0000
H -2.67526 5.19402 2.19356 0.0000
H -5.44036 2.92062 1.30236 0.0000
H -2.58836 -2.86418 -0.34304 -0.0001
H 4.23464 -1.52188 -1.99344 0.0002
H -4.52716 0.86692 1.28046 -0.0001
H 5.60044 -0.69078 -1.25344 0.0000
H -5.14186 -1.20708 1.85466 0.0000
H 2.40894 4.43932 0.98506 0.0000
H 1.51424 -3.43908 -5.51114 0.0002
H 0.81144 3.08672 2.50526 0.0000
H 3.38174 4.90162 2.37956 0.0000
H -5.33976 -2.46688 -1.65354 0.0000
H -2.88596 -3.87038 -4.86894 0.0000
H 1.48844 1.90332 3.61636 0.0000
H -3.86636 -1.67508 -2.22274 0.0001
H 1.15824 2.74812 0.24356 0.0004
H -5.29046 -0.70728 -1.83024 0.0000
H 3.04284 -3.03298 1.28656 0.0000
H -1.16376 3.01092 -0.22074 0.0006
H 1.76354 3.62702 3.88976 0.0001
```

Values from the calculation:
**E**: -5533.42048 hartree
**Energy above the lowest of the compared OMol25 structures with the same formula, charge and spin**: 0.0 kJ/mol
**E_LUMO (alpha / beta)**: -0.26 / -0.52 eV
**2S+1**: 5
**Gap between HOMO and LUMO (alpha / beta)**: 6.918 / 6.744 eV